[1]
The following is a DFT calculation (ωB97M-V/def2-TZVPD) of a structure of composition C41H37N9O2S2SbY in a non-equilibrium geometry.

```
93
Properties=species:S:1:pos:R:3:forces:R:3:mulliken_charge:R:1
Y 0.869006 -1.662646 -1.500509 0.44 -1.16 0.67 1.09
N -0.004028 -2.992907 -3.440403 -0.22 -0.23 -0.29 -0.67
C -0.213745 -1.931574 -4.453175 -0.34 0.55 -0.13 -0.89
C -0.667729 -0.606526 -3.781377 -0.68 -0.32 -1.39 0.57
O -1.549583 0.051241 -4.278724 0.07 -0.05 -0.01 -0.59
O -0.040788 -0.296331 -2.686521 -0.40 1.09 -0.67 0.14
H 0.564892 -3.729376 -3.862159 -0.09 0.12 0.25 0.25
H -0.909397 -3.435516 -3.252197 0.32 0.10 0.01 0.26
H -0.955431 -2.201038 -5.212100 0.18 0.05 0.16 0.42
H 0.734643 -1.726397 -4.957277 -0.04 -0.06 0.03 0.35
N 4.662764 -3.812977 -0.972688 -0.07 0.46 -0.16 0.02
C 3.963144 -4.892186 -0.481860 -0.97 -0.34 0.21 0.32
C 4.358317 -6.127861 0.013006 0.06 0.02 0.02 -1.09
C 3.356125 -6.997977 0.391747 0.09 0.11 -0.02 -0.53
C 2.002138 -6.647868 0.303593 -0.10 0.01 -0.02 -0.79
C 1.598840 -5.422054 -0.182152 0.12 0.11 -0.06 -0.41
C 2.599229 -4.540014 -0.588718 0.63 -0.56 0.24 0.42
N 2.506411 -3.278227 -1.138931 1.00 -0.09 -0.14 0.08
C 3.760538 -2.884475 -1.361984 -0.24 -0.48 0.21 0.32
C 4.021865 -1.625702 -2.022458 0.89 0.76 -0.40 -0.27
C 5.209962 -0.977344 -2.232075 -0.52 -0.14 0.05 -0.42
S 4.956594 0.465270 -3.114377 -0.43 -0.33 0.11 -0.07
C 3.277597 0.123801 -3.156116 0.39 0.08 -0.07 -0.39
N 2.930826 -0.975770 -2.555293 0.35 -0.14 -0.26 0.13
H 5.668586 -3.740965 -1.012637 -0.10 0.07 -0.11 0.25
H 5.398153 -6.398554 0.097275 0.13 -0.07 0.00 0.44
H 3.618258 -7.976051 0.765822 0.04 -0.03 0.04 0.42
H 1.265530 -7.368131 0.623367 -0.10 -0.03 0.02 0.45
H 0.556203 -5.138441 -0.252987 -0.03 -0.11 0.02 0.40
H 6.188822 -1.269703 -1.907900 0.24 -0.03 0.05 0.43
H 2.569861 0.769150 -3.651165 -0.06 0.14 0.02 0.57
C -2.970971 -1.552034 -0.944864 -0.09 0.00 0.03 -1.13
C -2.050014 -2.003740 0.125628 -0.04 0.02 -0.15 0.79
N -0.760812 -2.298936 -0.028309 -0.97 -0.30 0.53 0.64
C -0.315804 -2.722254 1.210323 -0.31 -0.12 0.38 -1.11
C -1.348705 -2.686623 2.090221 0.65 -0.25 0.05 -0.73
N -2.434072 -2.224188 1.396619 0.41 0.07 -0.49 0.31
C -3.739178 -1.968271 1.988590 -0.56 -0.21 0.07 -1.10
N -3.584036 -1.516833 3.323645 0.07 0.74 0.18 0.72
N -3.818645 -2.351866 4.367825 -0.44 -1.19 -0.67 -0.69
N -3.595050 -1.770746 5.453742 -0.02 -0.12 0.99 -0.50
C -3.177843 -0.493791 5.209527 0.20 0.66 -1.28 0.23
C -2.811843 0.542498 6.062221 0.04 -0.10 -0.06 -0.78
C -2.388494 1.711989 5.474630 0.02 0.10 0.21 -0.83
C -2.336935 1.868367 4.084594 -0.05 -0.05 -0.21 -0.64
C -2.725228 0.869323 3.218088 0.01 0.06 -0.18 0.15
C -3.149186 -0.312692 3.804502 -0.04 -0.20 0.87 0.70
H -2.428247 -1.420928 -1.879546 -0.07 0.03 0.02 -0.24
H -3.436087 -0.597855 -0.693990 0.01 0.01 -0.04 0.19
H -3.763123 -2.287295 -1.090043 -0.03 0.00 -0.10 0.55
H 0.703944 -3.018846 1.387071 0.04 -0.02 0.05 0.71
H -1.407526 -2.964519 3.123082 0.00 0.02 0.21 0.52
H -4.326874 -2.893839 2.034971 0.12 0.22 -0.07 0.23
H -4.262492 -1.223279 1.378258 0.12 -0.16 0.13 0.59
H -2.855430 0.412778 7.128965 0.01 0.02 0.21 0.46
H -2.091706 2.543597 6.093446 0.04 0.07 0.11 0.45
H -1.979360 2.802726 3.681815 0.01 0.16 -0.03 0.45
H -2.710084 1.007854 2.146001 0.03 0.00 -0.04 0.36
S 1.628632 0.085235 0.230013 -0.09 1.28 0.50 -0.51
Sb 0.415802 2.041224 -0.289389 -0.02 0.70 0.45 1.37
C 0.877856 3.158738 1.479471 -0.17 -0.38 -0.60 0.75
C 0.875133 2.516196 2.709237 -0.01 -0.23 -0.07 -0.84
C 1.251704 3.214105 3.843588 -0.07 -0.03 0.06 -0.65
C 1.602352 4.551739 3.755604 0.02 -0.02 -0.06 -0.63
C 1.606695 5.185053 2.522744 0.12 0.08 0.07 -0.66
C 1.255361 4.487896 1.378451 -0.14 0.12 -0.19 -0.43
C -1.736030 2.157543 -0.499572 0.92 -0.22 0.06 0.85
C -2.433907 2.903377 0.438869 0.19 0.10 0.16 -0.87
C -3.768294 3.201535 0.213006 0.01 0.01 0.05 -0.50
C -4.389571 2.770405 -0.948410 -0.02 -0.03 -0.01 -0.91
C -3.686299 2.017072 -1.874557 0.08 -0.04 -0.06 -0.53
C -2.351116 1.709810 -1.655961 0.03 -0.09 -0.16 -0.61
C 1.104001 3.287972 -1.903743 -0.32 -0.64 0.61 0.66
C 0.136297 3.967290 -2.626885 -0.17 -0.04 0.02 -0.34
C 0.521515 4.930447 -3.544935 0.01 0.05 -0.03 -0.72
C 1.865599 5.207773 -3.732494 -0.04 -0.01 -0.05 -0.63
C 2.828944 4.510358 -3.018360 0.10 -0.05 0.02 -0.67
C 2.452351 3.547646 -2.094162 0.17 -0.10 0.10 -0.61
H 0.597061 1.471484 2.781619 0.05 -0.02 0.05 0.40
H 1.282625 2.707598 4.794624 -0.07 -0.06 0.15 0.48
H 1.879970 5.094397 4.647123 0.06 0.04 0.03 0.43
H 1.915083 6.215534 2.450157 -0.03 0.15 -0.03 0.44
H 1.264209 4.981922 0.415337 0.05 0.08 -0.02 0.45
H -1.936803 3.271203 1.327431 -0.01 0.04 0.05 0.60
H -4.313039 3.782555 0.939776 -0.07 0.09 0.08 0.48
H -5.415890 3.037953 -1.142113 -0.15 0.00 0.02 0.43
H -4.156728 1.678278 -2.785082 -0.08 0.00 -0.10 0.51
H -1.800021 1.155639 -2.402185 -0.11 0.07 -0.02 0.34
H -0.913425 3.761098 -2.474664 -0.06 0.03 -0.02 0.46
H -0.232919 5.467137 -4.100933 -0.02 0.04 -0.05 0.45
H 2.160980 5.972109 -4.434876 0.05 0.04 -0.07 0.41
H 3.875818 4.725705 -3.172116 0.09 0.04 0.01 0.47
H 3.202252 3.022527 -1.512647 0.03 0.03 0.00 0.61
```
Positions in Å, forces in eV/Å.

Computed properties:
- DFT total energy (hartree) = -3302.55805
- multiplicity = 1
- HOMO energy (eV) = -13.085
- orbital gap (eV) = 7.823
- charge = +2

***

[2]
The following is a DFT calculation (ωB97M-V/def2-TZVPD) of a structure of composition C41H38BrIN2O5PRuS.

```
91
Properties=species:S:1:pos:R:3:forces:R:3:lowdin_spin:R:1
Ru 0.409301 0.349121 1.185589 -0.29 0.31 -0.69 2.85
I -0.952593 1.780697 3.233797 -0.20 0.28 -0.25 0.10
C 0.192793 0.720122 4.586096 0.19 -0.12 -0.14 0.00
C -0.102311 0.861968 5.904288 0.18 -0.16 0.39 0.01
C 0.704424 0.202245 6.861515 -0.21 0.16 -0.04 0.00
C 1.765928 -0.540116 6.449416 0.15 -0.10 -0.08 0.01
C 2.077824 -0.685292 5.072025 0.10 -0.10 0.16 0.00
C 3.209120 -1.444217 4.672246 -0.09 0.04 0.24 0.04
C 3.530253 -1.572139 3.359454 -0.01 0.06 -0.29 0.00
C 2.716960 -0.973123 2.368852 0.17 -0.12 0.25 0.04
C 1.598409 -0.256377 2.707526 -0.13 0.16 0.19 -0.06
C 1.267666 -0.062032 4.090795 0.07 -0.07 -0.04 0.00
H -0.931452 1.477548 6.227821 0.02 -0.02 -0.01 0.00
H 0.478511 0.307730 7.914693 -0.01 0.00 -0.04 0.00
H 2.402787 -1.033449 7.174662 -0.02 0.01 -0.04 0.00
H 3.822047 -1.902593 5.439948 -0.04 0.02 -0.02 0.00
H 4.408437 -2.130532 3.059458 -0.03 0.02 -0.01 0.00
H 2.981757 -1.102719 1.330660 0.03 0.01 -0.02 0.00
O 2.539752 0.656942 -0.126840 0.19 -0.12 0.17 0.08
S 2.886915 1.899926 0.608187 -0.69 -0.40 0.07 0.01
O 4.106939 1.897942 1.344777 0.03 0.12 -0.02 0.01
O 1.647942 2.252837 1.390165 0.32 -0.13 0.04 0.07
C 2.922721 3.105612 -0.655886 -0.10 0.18 -0.25 0.00
C 3.984924 3.979851 -0.769685 -0.08 0.05 -0.11 0.00
C 3.959097 4.925541 -1.789756 0.03 0.03 0.00 0.00
C 2.882879 4.984792 -2.659804 -0.03 -0.01 -0.01 0.00
C 1.814108 4.101428 -2.528724 0.01 0.11 -0.08 0.01
C 1.824929 3.141262 -1.529180 0.18 -0.13 0.15 0.04
P 0.415151 1.987246 -1.329616 0.31 -0.06 0.26 0.29
C -1.019561 3.048553 -1.543973 -0.03 0.12 0.05 0.04
C -1.739750 3.155726 -2.729559 -0.10 0.05 -0.02 0.02
C -2.826106 4.022834 -2.802471 0.06 -0.03 0.04 0.00
C -3.190880 4.777723 -1.696976 0.03 -0.02 0.02 0.01
C -2.464324 4.679843 -0.513067 0.00 -0.01 -0.06 0.00
C -1.381418 3.820607 -0.437018 -0.06 0.04 -0.01 0.01
C 0.471028 0.804434 -2.682200 -0.05 0.01 -0.07 0.02
C 1.662881 0.584343 -3.373598 0.04 0.01 -0.05 0.02
C 1.695854 -0.312626 -4.431598 -0.03 -0.04 0.05 0.00
C 0.547279 -1.005575 -4.793915 0.02 -0.04 0.02 0.02
C -0.634527 -0.819225 -4.085013 0.03 0.07 0.06 0.00
C -0.677464 0.079146 -3.026972 0.07 -0.02 -0.06 0.02
H 4.811235 3.915941 -0.073349 -0.05 -0.02 -0.01 0.00
H 4.781611 5.620613 -1.899778 -0.02 -0.02 0.00 0.00
H 2.867032 5.726450 -3.448162 -0.01 -0.02 0.02 0.00
H 0.973087 4.172989 -3.209117 0.03 -0.01 0.02 0.00
H -1.462661 2.572120 -3.598038 0.01 -0.01 0.01 0.00
H -3.383886 4.106593 -3.726768 0.02 0.00 0.02 0.00
H -4.037125 5.450423 -1.757711 0.02 -0.02 0.01 0.00
H -2.742532 5.276134 0.346646 0.00 -0.01 -0.02 0.00
H -0.808606 3.750688 0.483221 0.00 -0.02 -0.04 0.00
H 2.560045 1.125706 -3.097937 -0.04 -0.01 0.00 0.00
H 2.618599 -0.463219 -4.977609 -0.03 0.00 0.01 0.00
H 0.572600 -1.691933 -5.631881 0.00 0.02 0.03 0.00
H -1.530715 -1.359344 -4.365719 0.03 0.01 0.01 0.00
H -1.600094 0.232515 -2.481723 0.01 0.00 0.02 0.00
Br -7.929131 -0.109760 -1.758560 -0.12 0.00 -0.05 0.00
C -6.191056 -0.108922 -1.036412 0.04 -0.02 0.04 0.00
C -5.303857 0.888267 -1.409548 0.16 0.01 0.05 0.00
C -4.021381 0.878405 -0.880094 -0.09 0.05 -0.13 0.00
C -3.641303 -0.112044 0.019661 0.01 -0.01 0.00 0.00
C -4.548607 -1.095134 0.394434 -0.11 -0.05 0.05 0.00
C -5.828531 -1.103153 -0.138966 0.10 -0.01 0.05 0.00
C -2.267160 -0.108187 0.586437 0.31 0.47 -0.60 0.01
O -1.935731 -0.767233 1.568569 -0.13 -0.30 0.32 0.07
O -1.403960 0.656651 -0.024132 -0.29 -0.17 0.48 0.11
H -5.611884 1.659942 -2.102048 0.01 -0.01 0.01 0.00
H -3.310149 1.646171 -1.161615 -0.07 -0.03 0.04 0.00
H -4.246285 -1.849287 1.110503 -0.01 0.02 -0.03 0.00
H -6.541262 -1.866926 0.139791 0.01 0.01 0.00 0.00
C 2.108614 -3.540910 -1.817150 0.07 0.06 -0.02 0.00
C 0.629948 -3.672092 -1.475876 0.09 -0.03 0.14 0.00
N 0.403223 -3.813028 -0.034450 0.07 -0.02 0.14 0.02
C 0.437157 -5.196449 0.470287 -0.01 0.16 -0.02 0.00
C -0.897274 -5.901709 0.317863 -0.11 -0.06 0.00 0.00
C 0.331397 -2.750485 0.774683 0.01 0.04 -0.15 0.02
C 0.044176 -2.947602 2.232457 0.01 -0.01 -0.02 0.00
N 0.500554 -1.526415 0.320486 -0.02 -0.10 0.05 0.07
H 2.235057 -3.405040 -2.890568 -0.01 -0.01 -0.03 0.00
H 2.660794 -4.435340 -1.524078 -0.03 0.02 0.00 0.00
H 2.567460 -2.684632 -1.316315 -0.06 -0.02 -0.01 0.00
H 0.202819 -4.556484 -1.947954 0.03 -0.01 -0.01 0.00
H 0.054167 -2.827836 -1.851839 -0.05 0.08 -0.03 0.00
H 0.755177 -5.184927 1.506973 0.04 -0.03 0.06 0.00
H 1.224639 -5.716655 -0.076523 -0.03 0.00 -0.09 0.00
H -1.648169 -5.461887 0.977441 0.02 -0.01 -0.05 0.00
H -0.798779 -6.958602 0.568540 0.00 0.04 0.02 0.00
H -1.269816 -5.837682 -0.706436 0.03 0.00 0.04 0.00
H -0.540530 -3.844323 2.407772 -0.05 -0.02 0.01 0.00
H -0.521190 -2.091795 2.585343 0.02 -0.02 0.03 0.00
H 0.974165 -3.005778 2.802470 0.00 -0.06 -0.07 0.00
H 0.699891 -1.450797 -0.669343 0.14 0.00 -0.06 0.01
```
Positions in Å, forces in eV/Å.

Computed properties:
- DFT total energy (hartree) = -5776.80613
- multiplicity = 5
- HOMO energy (alpha / beta) (eV) = -10.447 / -10.462
- orbital gap (alpha / beta) (eV) = 7.673 / 5.631
- charge = +1

***

Computed relative energy (zero: lowest compared OMol25 entry of this formula, charge and spin), in the same sequence as the records: 10.4; 76.6 kJ/mol.